# 1
152
Properties=species:S:1:pos:R:3:lowdin_charge:R:1 method="wB97M-V/def2-TZVPD" e_above_lowest_kj_mol=394.0 smiles="COCCNCCOC.COCCNCCOC.COCCNCCOC.O=C1OCCO1.O=C1OCCO1.O=C1OCCO1.O=C1OCCO1.O=C1OCCO1.O=C1OCCO1.O=C1OCCO1.O=C1OCCO1" energy_ev=-110685.745 e_homo_ev=-8.772 homo_lumo_gap_ev=8.67
C 0.306 4.274 -3.121 -0.086
O 0.381 3.099 -2.331 -0.216
C -0.149 3.308 -1.012 -0.202
C -0.092 1.939 -0.370 -0.183
N 1.367 1.629 -0.083 -0.010
C 1.446 0.301 0.628 -0.187
C 1.081 -1.070 0.010 -0.187
O 0.447 -1.861 1.029 -0.183
C 1.158 -2.385 2.134 -0.106
H 0.575 3.971 -4.133 0.062
H 0.952 4.999 -2.626 0.107
H -0.760 4.467 -3.243 0.074
H -1.170 3.682 -0.939 0.114
H 0.508 3.931 -0.406 0.110
H -0.509 1.081 -0.898 0.103
H -0.593 1.898 0.598 0.114
H 1.674 1.441 -1.027 0.059
H 0.908 0.352 1.575 0.100
H 2.477 0.130 0.938 0.103
H 1.990 -1.446 -0.461 0.107
H 0.342 -0.969 -0.784 0.092
H 1.551 -1.645 2.830 0.072
H 1.999 -3.004 1.822 0.093
H 0.608 -3.060 2.790 0.059
C -2.925 -2.149 12.118 -0.145
O -2.808 -0.951 11.382 -0.168
C -2.422 -1.239 10.031 -0.241
C -2.071 -0.005 9.260 -0.191
N -2.165 -0.400 7.816 -0.048
C -1.459 0.609 7.027 -0.221
C 0.005 0.315 7.018 -0.251
O 0.642 1.165 6.088 -0.187
C 0.948 0.527 4.872 -0.124
H -2.616 -1.773 13.094 0.083
H -2.390 -3.087 11.973 0.089
H -3.917 -2.489 12.415 0.077
H -3.207 -1.869 9.612 0.124
H -1.531 -1.867 10.053 0.120
H -1.133 0.440 9.591 0.125
H -2.917 0.655 9.452 0.120
H -3.163 -0.489 7.685 0.105
H -1.439 1.631 7.406 0.116
H -1.884 0.672 6.025 0.122
H 0.353 -0.717 7.044 0.128
H 0.485 0.587 7.959 0.116
H 1.805 -0.106 5.103 0.094
H 1.081 1.250 4.067 0.072
H 0.183 -0.044 4.347 0.084
C 0.100 0.314 -6.293 -0.124
O 0.634 0.034 -5.078 -0.221
C 1.658 0.797 -4.578 -0.217
C 2.207 -0.029 -3.415 -0.174
N 3.115 -1.125 -3.832 -0.042
C 2.550 -2.161 -4.737 -0.151
C 3.256 -3.552 -4.426 -0.231
O 2.862 -4.050 -3.201 -0.191
C 2.820 -5.460 -3.153 -0.097
H -0.599 -0.365 -6.780 0.105
H 0.979 0.559 -6.890 0.087
H -0.364 1.294 -6.399 0.067
H 1.285 1.816 -4.477 0.103
H 2.446 0.839 -5.330 0.125
H 1.411 -0.379 -2.757 0.099
H 2.782 0.734 -2.890 0.113
H 3.593 -1.569 -3.062 0.082
H 2.750 -1.695 -5.702 0.114
H 1.489 -2.362 -4.587 0.103
H 4.329 -3.475 -4.602 0.124
H 2.793 -4.183 -5.185 0.112
H 2.019 -5.881 -3.761 0.086
H 2.555 -5.776 -2.144 0.078
H 3.740 -5.883 -3.555 0.091
O 0.257 -6.801 -1.249 0.154
C -0.431 -6.243 -0.437 -0.542
O -1.328 -5.343 -0.793 0.078
C -2.168 -5.130 0.277 -0.125
C -1.233 -5.357 1.465 -0.131
O -0.280 -6.234 0.927 0.063
H -2.421 -4.071 0.222 0.119
H -3.124 -5.632 0.124 0.144
H -1.860 -5.757 2.263 0.128
H -0.781 -4.495 1.956 0.113
O -6.156 5.836 -2.186 0.131
C -5.089 6.416 -1.945 -0.433
O -4.901 7.575 -1.227 0.089
C -3.616 7.902 -1.408 -0.197
C -2.903 6.604 -1.677 -0.203
O -3.860 5.875 -2.274 0.063
H -3.445 8.635 -2.197 0.140
H -3.292 8.362 -0.475 0.141
H -2.310 6.140 -0.889 0.129
H -2.118 6.815 -2.404 0.128
O -4.745 0.045 -6.414 0.058
C -4.218 0.665 -5.405 -0.499
O -3.018 1.196 -5.276 0.074
C -2.720 1.556 -3.969 -0.144
C -3.996 1.373 -3.179 -0.050
O -4.815 0.736 -4.197 0.055
H -1.931 1.034 -3.428 0.122
H -2.219 2.523 -4.012 0.123
H -4.364 2.311 -2.764 0.136
H -3.821 0.615 -2.416 0.122
O 7.166 -1.889 -3.491 0.184
C 6.746 -1.849 -2.391 -0.502
O 5.925 -2.764 -1.766 0.048
C 5.749 -2.481 -0.440 -0.163
C 6.448 -1.102 -0.277 -0.128
O 7.182 -0.899 -1.464 0.054
H 4.668 -2.467 -0.301 0.116
H 6.090 -3.155 0.347 0.127
H 7.124 -1.198 0.573 0.126
H 5.671 -0.360 -0.094 0.123
O 1.561 -3.260 5.440 0.096
C 1.277 -4.469 5.283 -0.539
O 1.785 -5.205 4.286 0.087
C 1.077 -6.384 4.204 -0.129
C 0.536 -6.459 5.612 -0.162
O 0.443 -5.158 6.014 0.122
H 0.265 -6.362 3.477 0.112
H 1.664 -7.287 4.038 0.145
H 1.178 -7.068 6.247 0.134
H -0.372 -7.040 5.774 0.140
O 0.241 4.915 -10.578 0.125
C 0.494 4.886 -9.373 -0.620
O -0.397 5.297 -8.513 0.083
C -0.126 4.737 -7.183 -0.075
C 1.372 4.485 -7.347 -0.125
O 1.504 4.369 -8.749 0.112
H -0.308 5.459 -6.387 0.122
H -0.699 3.858 -6.886 0.115
H 1.786 3.749 -6.658 0.120
H 1.920 5.295 -6.865 0.127
O -3.207 -1.684 -0.545 0.120
C -2.929 -2.023 -1.690 -0.553
O -1.803 -1.961 -2.220 0.125
C -1.892 -2.288 -3.563 -0.114
C -3.312 -2.342 -3.925 -0.180
O -3.893 -2.336 -2.706 0.058
H -1.331 -1.653 -4.248 0.130
H -1.427 -3.270 -3.657 0.145
H -3.569 -3.268 -4.440 0.143
H -3.767 -1.599 -4.581 0.116
O 1.875 5.554 1.339 0.125
C 1.141 5.341 2.285 -0.576
O 0.908 6.171 3.300 0.061
C 0.000 5.603 4.329 -0.070
C -0.477 4.367 3.634 -0.088
O 0.379 4.236 2.437 0.034
H 0.534 5.351 5.246 0.134
H -0.835 6.293 4.451 0.129
H -1.523 4.625 3.464 0.126
H -0.297 3.363 4.018 0.124

# 2
8
Properties=species:S:1:pos:R:3:lowdin_charge:R:1 method="wB97M-V/def2-TZVPD" e_above_lowest_kj_mol=138.6 smiles=[O-][n+]1nc([S-])co1 energy_ev=-19997.065 total_charge=-1 e_homo_ev=-3.135 homo_lumo_gap_ev=7.01
O 1.526 2.037 0.344 -0.048
N 0.803 1.063 0.256 -0.446
N -0.207 0.876 0.989 0.137
C -0.920 -0.546 0.263 -0.926
S -2.410 -0.881 0.732 0.400
C 0.019 -0.785 -0.686 -0.229
O 1.102 0.097 -0.703 -0.026
H 0.087 -1.861 -1.194 0.138

# 3
9
Properties=species:S:1:pos:R:3:lowdin_charge:R:1 method="wB97M-V/def2-TZVPD" e_above_lowest_kj_mol=339.2 energy_ev=-10950.227 e_homo_ev="-7.656 / -7.012" homo_lumo_gap_ev="7.58 / 7.59"
N -1.732 0.899 -0.087 -0.058
N -1.105 -0.176 -0.536 -0.431
Si 0.307 -1.208 -0.250 0.621
H -1.179 1.278 0.802 0.063
H 1.783 1.246 0.636 -0.031
H -1.657 -0.425 -1.352 0.059
H 0.771 -0.837 1.045 -0.146
H 0.282 -2.320 -1.230 -0.118
H 2.530 1.543 0.972 0.041

# 4
45
Properties=species:S:1:pos:R:3:lowdin_charge:R:1 method="wB97M-V/def2-TZVPD" e_above_lowest_kj_mol=1560.4 energy_ev=-71921.254 total_charge=-1 e_homo_ev=-3.380 homo_lumo_gap_ev=5.67
Pt 0.185 -1.262 -0.589 1.180
C -1.719 -0.705 1.679 -0.157
N -1.425 -1.535 0.522 -0.156
C -2.230 -2.460 0.105 -0.076
C -1.873 -3.168 -1.064 -0.337
C -2.431 -4.210 -1.810 -0.061
C -1.571 -4.409 -2.889 -0.107
C -0.529 -3.478 -2.757 -0.156
N -0.712 -2.737 -1.663 -0.143
C -0.725 -0.900 2.799 -0.230
C -0.399 -2.179 3.232 -0.045
C 0.495 -2.361 4.278 -0.091
C 1.068 -1.260 4.898 -0.099
C 0.752 0.019 4.462 -0.075
C -0.135 0.197 3.413 -0.039
H -2.727 -0.950 2.031 0.124
H -1.715 0.338 1.360 0.124
H -3.148 -2.660 0.651 0.136
H -3.341 -4.745 -1.589 0.094
H -1.678 -5.129 -3.684 0.083
H 0.321 -3.321 -3.403 0.100
H -0.830 -3.041 2.735 0.108
H 0.751 -3.362 4.601 0.096
H 1.775 -1.399 5.707 0.095
H 1.220 0.881 4.920 0.103
H -0.341 1.192 3.037 0.115
Cl 1.201 2.414 -1.003 1.024
C 2.783 2.821 -1.624 -0.850
Cl 3.998 2.070 -0.670 0.517
C 2.211 -0.439 -2.738 -0.387
O 2.438 0.183 -3.672 0.261
O 2.021 -1.201 -1.863 0.047
H 2.995 3.423 -2.488 0.014
F 0.556 6.179 -2.845 0.027
C 0.203 5.028 -2.194 -0.207
C 0.315 5.010 -0.787 -0.247
F 0.112 6.206 -0.143 0.040
C 0.576 3.903 -0.076 -0.289
F 0.326 3.661 1.220 0.040
C 1.143 1.202 -0.265 -0.700
O 0.993 0.150 0.551 -0.356
C 0.124 2.617 -2.475 -0.322
F -0.553 1.481 -2.722 0.019
C -0.027 3.876 -2.945 -0.254
F -0.453 4.061 -4.243 0.036

# 5
50
Properties=species:S:1:pos:R:3:lowdin_charge:R:1 method="wB97M-V/def2-TZVPD" e_above_lowest_kj_mol=7.8 energy_ev=-119223.173 e_homo_ev=-8.444 homo_lumo_gap_ev=8.00
Cs -1.107 0.490 2.683 0.931
O 3.348 -4.130 4.317 0.100
C 2.373 -4.528 5.134 -0.488
O 2.459 -5.608 5.675 0.081
C 1.220 -3.576 5.362 -0.043
C 0.182 -3.685 6.261 -0.008
N -0.649 -2.634 6.050 -0.019
N -0.238 -1.848 5.040 0.063
C 0.863 -2.428 4.607 -0.184
C 1.633 -1.845 3.467 -0.655
O 2.864 -1.668 3.729 -0.023
O 1.065 -1.522 2.423 -0.141
H 3.271 -3.136 4.127 0.060
H -0.006 -4.436 6.988 0.125
H -1.535 -2.521 6.490 0.141
O -1.379 3.632 -0.330 -0.530
S -0.048 3.240 -0.935 1.009
C 0.342 4.481 -2.151 -0.376
C -0.562 5.524 -2.311 -0.078
C -0.202 6.694 -2.919 -0.080
C 1.039 6.883 -3.482 -0.063
C 1.956 5.834 -3.358 -0.066
C 1.608 4.624 -2.738 -0.069
C -0.374 1.939 -2.158 -0.372
C -1.653 1.811 -2.683 -0.077
C -1.990 0.808 -3.597 -0.063
C -1.008 -0.073 -4.044 -0.089
C 0.293 0.108 -3.591 -0.093
C 0.636 1.114 -2.687 -0.079
H -1.500 5.438 -1.806 0.100
H -0.932 7.461 -2.958 0.101
H 1.291 7.773 -3.982 0.093
H 2.947 5.907 -3.796 0.106
H 2.356 3.837 -2.688 0.107
H -2.375 2.567 -2.365 0.113
H -3.007 0.748 -3.986 0.110
H -1.192 -0.864 -4.787 0.116
H 1.106 -0.488 -3.989 0.109
H 1.652 1.176 -2.310 0.112
Br -2.263 -6.136 0.819 0.739
C -1.656 -4.414 0.271 -0.657
C -1.382 -4.178 -1.045 -0.127
C -1.009 -2.921 -1.445 -0.045
C -0.934 -1.906 -0.496 -0.131
N -1.206 -2.122 0.779 -0.005
C -1.549 -3.348 1.174 -0.164
H -1.542 -4.964 -1.774 0.109
H -0.799 -2.703 -2.459 0.087
H -0.695 -0.888 -0.778 0.097
H -1.712 -3.521 2.257 0.118

# 6
117
Properties=species:S:1:pos:R:3:lowdin_charge:R:1 method="wB97M-V/def2-TZVPD" e_above_lowest_kj_mol=515.4 energy_ev=-101841.236 total_charge=+2 e_homo_ev=-11.600 homo_lumo_gap_ev=4.46
W 0.650 -0.668 0.820 1.513
C -1.484 0.218 5.170 -0.081
C -0.312 -0.166 4.263 -0.490
C 1.013 -0.142 5.025 -0.097
P -0.310 0.803 2.690 1.063
C 0.453 2.468 2.842 -0.494
C -0.287 3.494 3.705 -0.084
C 1.915 2.367 3.318 -0.106
C -1.988 0.845 2.084 -0.308
C -2.935 1.821 2.498 -0.115
C -4.169 2.085 2.006 -0.035
C -3.821 0.850 -0.192 -0.235
C -3.200 -0.409 0.346 -0.058
C -2.226 -0.311 1.281 -0.435
N -1.192 -1.320 1.343 -0.233
C -1.611 -2.651 1.588 -0.296
C -2.774 -2.913 2.312 -0.010
C -3.192 -4.218 2.498 -0.039
C -2.472 -5.281 1.960 -0.052
C -1.308 -5.026 1.261 -0.073
C -0.857 -3.716 1.090 -0.290
P 0.628 -3.248 0.204 1.083
C 0.464 -3.886 -1.522 -0.492
C 1.218 -3.024 -2.535 -0.114
C 0.831 -5.363 -1.672 -0.085
C 2.096 -3.975 1.048 -0.508
C 3.378 -3.700 0.257 -0.085
C 1.968 -5.448 1.434 -0.084
H -1.479 -0.443 6.038 0.094
H -2.448 0.112 4.676 0.071
H -1.395 1.240 5.543 0.075
H -0.486 -1.182 3.894 0.098
H 1.154 0.809 5.539 0.077
H 1.876 -0.330 4.386 0.061
H 0.986 -0.922 5.787 0.094
H 0.445 2.814 1.803 0.094
H -0.479 3.120 4.711 0.078
H -1.221 3.826 3.262 0.066
H 0.353 4.372 3.806 0.093
H 1.962 2.373 4.406 0.076
H 2.457 3.245 2.963 0.093
H 2.435 1.482 2.962 0.055
H -2.647 2.418 3.352 0.089
H -4.758 2.827 2.532 0.119
H -4.393 0.585 -1.089 0.170
H -3.391 -1.351 -0.144 0.120
H -3.353 -2.093 2.718 0.121
H -4.094 -4.410 3.064 0.119
H -2.809 -6.298 2.101 0.117
H -0.739 -5.854 0.859 0.095
H -0.610 -3.796 -1.702 0.091
H 2.293 -3.032 -2.352 0.079
H 0.882 -1.989 -2.530 0.027
H 1.045 -3.426 -3.535 0.098
H 1.899 -5.531 -1.536 0.074
H 0.578 -5.675 -2.687 0.096
H 0.284 -6.010 -0.986 0.065
H 2.131 -3.397 1.975 0.088
H 3.406 -4.260 -0.679 0.072
H 4.232 -4.020 0.854 0.095
H 3.504 -2.644 0.024 0.055
H 1.921 -6.111 0.570 0.069
H 1.104 -5.631 2.072 0.071
H 2.856 -5.721 2.005 0.095
N -0.216 2.038 -1.854 -0.099
P -1.187 0.813 -1.134 1.076
C -2.691 1.762 -0.652 -0.202
C -4.820 1.478 0.802 -0.250
C -5.745 2.471 0.157 0.031
C -5.336 3.535 -0.569 -0.049
C -4.006 3.879 -0.918 0.047
C -2.842 3.091 -0.946 -0.065
C -1.923 -0.075 -2.540 -0.361
C -2.365 0.616 -3.665 -0.076
C -2.956 -0.079 -4.708 -0.054
C -3.119 -1.458 -4.625 -0.056
C -2.687 -2.144 -3.501 -0.057
C -2.085 -1.447 -2.463 -0.120
C 0.957 1.645 -2.482 -0.369
C 2.125 2.558 -2.222 -0.105
C 3.884 1.437 -2.827 -0.153
C 3.358 0.211 -3.508 -0.030
C 2.067 -0.085 -3.664 -0.142
N 0.944 0.530 -3.093 0.126
H -0.127 2.883 -1.310 0.088
H -5.442 0.650 1.162 0.160
H -6.805 2.349 0.341 0.132
H -6.096 4.236 -0.895 0.121
H -3.878 4.883 -1.305 0.125
H -1.986 3.622 -1.343 0.095
H -2.234 1.690 -3.730 0.110
H -3.293 0.453 -5.587 0.114
H -3.585 -1.995 -5.441 0.114
H -2.821 -3.217 -3.433 0.113
H -1.755 -1.968 -1.574 0.075
H 1.817 3.495 -1.759 0.158
H 4.969 1.480 -2.828 0.158
H 4.083 -0.416 -4.010 0.119
H 1.805 -0.946 -4.267 0.108
C 5.324 5.805 -2.504 -0.044
C 4.579 4.505 -2.373 -0.263
C 4.668 3.864 -1.051 -0.015
C 4.112 2.729 -0.631 -0.076
C 3.241 1.805 -1.453 -0.426
C 3.135 2.693 -3.393 -0.151
C 3.900 3.982 -3.396 0.013
S 2.881 0.525 -0.218 1.023
O 1.688 -1.214 2.035 -0.398
O 1.669 1.158 0.562 -0.612
O 2.049 -0.684 -0.745 -0.614
H 4.959 6.535 -1.778 0.090
H 5.216 6.228 -3.500 0.083
H 6.388 5.660 -2.306 0.093
H 5.280 4.391 -0.326 0.124
H 4.329 2.424 0.391 0.100
H 2.701 2.508 -4.372 0.154
H 3.894 4.525 -4.334 0.123

# 7
17
Properties=species:S:1:pos:R:3:lowdin_charge:R:1 method="wB97M-V/def2-TZVPD" e_above_lowest_kj_mol=670.6 energy_ev=-9794.516 e_homo_ev=-8.489 homo_lumo_gap_ev=9.33
C 0.646 0.452 0.564 -0.295
C 0.050 0.776 -0.780 -0.238
C 0.400 -1.064 -0.037 -0.182
C -1.167 -1.061 -0.135 -0.303
C -1.506 0.247 -0.819 -0.118
H 2.183 0.078 2.086 0.166
H 2.041 1.703 1.603 0.026
H -0.023 0.690 1.450 0.117
H 0.444 1.697 -1.448 0.176
H 0.388 -0.617 -2.191 0.150
H 1.213 -1.631 0.423 0.140
H -1.352 -2.027 -0.682 0.147
H -1.741 0.510 1.158 0.144
H -2.109 0.106 -1.609 0.077
N 1.985 0.812 1.159 -0.002
N 0.722 -0.391 -1.206 -0.061
N -2.175 -0.281 0.462 0.056

# 8
14
Properties=species:S:1:pos:R:3:lowdin_charge:R:1 method="wB97M-V/def2-TZVPD" e_above_lowest_kj_mol=266.4 smiles="O=C1CN1.CC=O" energy_ev=-9844.518 e_homo_ev=-9.745 homo_lumo_gap_ev=10.68
O 0.445 -1.709 1.168 0.093
C -0.344 -0.816 1.322 -0.505
C -0.696 0.545 1.738 -0.031
N -1.666 -0.510 1.269 0.115
H -0.605 1.392 1.065 0.077
H -0.630 0.764 2.804 0.108
H -2.360 -0.932 1.875 0.122
C 0.515 -0.332 -1.840 -0.058
C 1.246 0.858 -1.289 -0.302
O 0.728 1.770 -0.685 0.018
H 0.974 -1.255 -1.468 0.079
H 0.608 -0.332 -2.933 0.084
H -0.541 -0.302 -1.558 0.080
H 2.340 0.872 -1.475 0.120

# 9
17
Properties=species:S:1:pos:R:3:lowdin_charge:R:1 method="wB97M-V/def2-TZVPD" e_above_lowest_kj_mol=171.5 smiles=CC(C)(CO)P(I)I energy_ev=-31830.456 e_homo_ev=-8.690 homo_lumo_gap_ev=8.46
C -0.274 0.061 -1.614 -0.132
C -0.076 0.149 -0.045 -0.835
C -0.713 1.404 0.697 -0.083
C -0.390 -1.208 0.564 -0.350
O -0.505 -0.732 1.944 -0.188
P 1.688 0.137 0.421 0.247
I 2.655 2.017 -0.918 0.351
I 2.597 -1.848 -0.717 0.459
H -1.292 0.317 -1.910 0.078
H 0.456 0.642 -2.160 -0.005
H -0.039 -1.009 -1.819 0.037
H -0.743 1.123 1.763 0.070
H 0.125 2.144 0.532 0.011
H -1.608 1.862 0.181 0.099
H 0.589 -1.897 0.516 -0.045
H -1.328 -1.908 0.123 0.187
H -1.143 -1.255 2.441 0.098